Entry 1:
The following is a quantum chemistry calculation of a 3-piece molecular cluster, C18H34BF4N2O6 overall in a non-equilibrium geometry, from OMol25.

Values from the calculation:
HOMO energy: -3.6 eV
DFT total energy: -46029.7271 eV
Strongest force on any atom: 2.37 eV Å⁻¹
Frontier orbital gap: 0.2158 Ha

```
! wB97M-V def2-TZVPD RIJCOSX def2/J DEFGRID3
* xyz -1 1
C -3.236 -0.569 1.477
C -3.436 0.116 0.064
C -2.324 1.233 -0.138
N -1.021 0.548 -0.205
B 0.187 1.495 -0.245
C 0.171 2.566 -1.525
C 0.441 1.908 -2.929
C 1.916 1.952 -3.421
F 2.657 3.016 -2.914
C 1.647 0.708 -0.321
C 1.606 -0.711 -1.009
C 1.503 -1.883 0.033
C 0.099 -2.567 0.093
N -0.334 -3.131 -1.203
C 0.273 2.457 1.116
C -0.097 1.670 2.420
F 1.587 2.989 1.313
H -2.193 -0.444 1.830
H -3.867 -0.068 2.244
H -3.437 -1.658 1.413
H -3.371 -0.660 -0.728
H -4.450 0.579 0.119
H -2.436 1.920 0.719
H -2.551 1.705 -1.125
H -1.082 -0.006 -1.060
H -0.809 3.107 -1.621
H 0.908 3.364 -1.265
H 0.004 0.884 -2.967
H -0.152 2.494 -3.678
H 2.429 1.011 -3.122
H 1.986 2.026 -4.530
H 2.436 1.368 -0.754
H 1.983 0.527 0.734
H 0.818 -0.836 -1.778
H 2.585 -0.840 -1.531
H 2.212 -2.683 -0.299
H 1.779 -1.553 1.053
H -0.689 -1.866 0.451
H 0.162 -3.376 0.864
H 0.381 -2.976 -1.909
H -1.164 -2.657 -1.540
H -0.408 3.321 0.931
H 0.232 2.301 3.280
H -1.192 1.568 2.473
H 0.396 0.681 2.463
C -3.925 0.847 6.830
C -4.809 1.147 5.654
O -3.886 1.284 4.593
C -2.820 0.493 4.911
O -1.987 0.157 4.147
O -2.849 0.135 6.227
F -5.471 2.324 5.817
H -3.542 1.755 7.303
H -4.423 0.239 7.585
H -5.525 0.356 5.414
C 5.067 -2.880 -5.085
C 5.499 -2.709 -3.656
O 4.314 -2.273 -3.021
C 3.282 -2.807 -3.731
O 2.168 -2.873 -3.345
O 3.702 -3.264 -4.943
F 6.445 -1.743 -3.537
H 5.127 -1.947 -5.650
H 5.638 -3.646 -5.607
H 5.852 -3.627 -3.179
*
```



Entry 2:
The following is a quantum chemistry calculation of one molecule with the formula C15H17N3O3 in a non-equilibrium geometry, from OMol25.

Values from the calculation:
HOMO energy: -9.0 eV
DFT total energy: -26428.1700 eV
Strongest force on any atom: 8.48 eV Å⁻¹
SMILES string: [H]/N=C(\N)NCCCCc1ccc2c(c1O)C(=O)C=CC2=O
Frontier orbital gap: 0.2675 Ha

```
! wB97M-V def2-TZVPD RIJCOSX def2/J DEFGRID3
* xyz 0 1
N -3.172 1.496 -2.161
C -3.241 1.313 -0.804
N -3.069 2.564 0.084
N -3.538 0.031 -0.065
C -3.013 -1.204 -0.750
C -1.900 -1.978 0.229
C -1.057 -3.118 -0.640
C 0.073 -2.403 -1.639
C 1.151 -1.528 -0.709
C 2.362 -2.208 0.174
C 3.401 -1.316 1.117
C 3.190 0.314 1.140
C 1.958 1.024 0.260
C 0.951 0.108 -0.676
O -0.139 0.719 -1.457
C 1.827 2.683 0.405
O 1.465 3.488 -0.603
C 2.237 3.278 1.913
C 3.367 2.651 2.704
C 4.155 1.326 2.058
O 5.468 1.102 2.232
H -2.976 2.485 -2.427
H -2.650 3.352 -0.456
H -2.398 2.377 0.864
H -4.572 -0.012 0.068
H -3.932 -1.964 -0.816
H -2.637 -1.061 -1.847
H -2.552 -2.479 1.089
H -1.199 -1.199 0.765
H -0.503 -3.870 0.102
H -1.792 -3.808 -1.277
H -0.500 -1.686 -2.403
H 0.702 -3.198 -2.238
H 2.516 -3.389 0.203
H 4.246 -1.827 1.770
H 0.098 0.816 -2.431
H 1.619 4.201 2.342
H 3.685 3.088 3.758
*
```



Entry 3:
The following is a quantum chemistry calculation of one molecule with the formula C5H14N2 in a non-equilibrium geometry, from OMol25.

Values from the calculation:
HOMO energy: -8.4 eV
DFT total energy: -8391.6635 eV
Strongest force on any atom: 1.40 eV Å⁻¹
SMILES string: CCNCCCN
Frontier orbital gap: 0.3497 Ha

```
! wB97M-V def2-TZVPD RIJCOSX def2/J DEFGRID3
* xyz 0 1
C 1.238 -0.817 1.100
N 0.954 -0.308 -0.242
C 0.703 1.125 -0.303
C -0.519 1.516 -1.129
C -1.848 1.246 -0.429
N -2.427 0.009 -0.894
C 1.298 -2.334 1.074
H 0.424 -0.488 1.745
H 2.167 -0.377 1.481
H 1.664 -0.583 -0.905
H 0.641 1.538 0.674
H 1.564 1.715 -0.665
H -0.406 2.589 -1.279
H -0.492 1.043 -2.109
H -1.651 1.228 0.654
H -2.546 2.090 -0.478
H -1.758 -0.648 -1.257
H -3.127 -0.419 -0.317
H 0.337 -2.796 0.879
H 2.070 -2.642 0.375
H 1.714 -2.687 2.026
*
```



Entry 4:
The following is a quantum chemistry calculation of a 2-piece molecular cluster, C6H16NS overall, from OMol25.

Values from the calculation:
HOMO energy: -12.1 eV
DFT total energy: -18799.6030 eV
Strongest force on any atom: 0.44 eV Å⁻¹
Frontier orbital gap: 0.2629 Ha

```
! wB97M-V def2-TZVPD RIJCOSX def2/J DEFGRID3
* xyz 1 1
C -1.204 2.388 1.870
C -1.325 0.898 2.058
C 0.378 -0.885 2.183
N 0.007 0.312 2.381
H -1.015 2.903 2.808
H -0.415 2.642 1.163
H -2.141 2.772 1.467
H -1.956 0.620 2.897
H -1.675 0.394 1.160
H 1.360 -1.181 2.522
H -0.257 -1.636 1.733
H 0.712 0.954 2.736
C -1.834 0.152 -1.860
C -0.360 0.158 -1.458
C 0.378 -1.061 -1.982
S 2.081 -1.067 -1.314
H -2.402 0.934 -1.353
H -2.296 -0.805 -1.619
H -1.938 0.314 -2.931
H 0.132 1.061 -1.820
H -0.266 0.166 -0.368
H 0.416 -1.044 -3.070
H -0.133 -1.969 -1.672
H 2.621 -1.802 -2.293
*
```